Entry 1:
Molecular formula: C31H24Br2MoN4O3S
Method: DFT, wB97M-V/def2-TZVPD

```
66
Properties=species:S:1:pos:R:3:lowdin_charge:R:1
Mo 0.2206 -0.4279 -0.6324 1.763
Br -3.8569 -4.2299 -4.4180 0.904
Br 3.8044 -3.1522 -5.6263 0.906
S 2.6360 0.7933 1.6893 1.060
O 1.9286 0.1705 0.4744 -0.668
O -0.0022 1.1571 -1.5022 -0.247
O -0.1148 -1.7409 0.7128 -0.238
N 1.4972 -1.5105 -1.9876 -0.036
N -1.1927 -1.4744 -1.8463 -0.037
N -1.2661 0.4128 0.6729 -0.121
N -1.6882 -0.4316 1.7144 0.112
C -1.2558 -2.6267 2.6277 -0.167
C -0.5952 -3.8430 2.4638 -0.019
C -1.4189 -3.0518 -3.6201 -0.025
C -1.0397 -1.5434 1.6689 -0.392
C 3.7018 4.6231 1.4543 -0.042
C -0.8085 -4.8664 3.3728 -0.054
C 0.8328 -2.1179 -2.9997 -0.171
C 1.2919 4.5742 1.3104 -0.044
C 1.5449 0.4688 3.0626 -0.201
C -2.0617 4.7389 -1.3066 -0.046
C -0.6912 2.3478 -1.4320 -0.265
C -2.3265 3.7449 -0.3780 -0.010
C -2.1255 -2.4332 3.7038 -0.016
C 2.4906 5.2836 1.3249 -0.036
C 2.5241 2.5446 1.5568 -0.404
C -0.6494 -2.2190 -2.8370 -0.167
C 1.4943 -2.6082 -4.1026 -0.027
C -1.1042 4.5269 -2.2902 -0.030
C 3.5673 -1.9062 -3.1002 -0.056
C -3.3474 -2.3547 -2.3672 -0.054
C 3.7266 3.2380 1.5607 -0.068
C 1.3031 3.1979 1.4327 -0.068
C -1.6741 -4.6738 4.4403 -0.048
C -0.4092 3.3244 -2.3622 0.016
C -2.3307 -3.4593 4.6068 -0.051
C -2.5101 -1.5496 -1.6220 -0.062
C -2.7906 -3.1176 -3.3823 -0.658
C 2.8324 -1.4169 -2.0400 -0.064
C 2.8845 -2.4998 -4.1515 -0.656
C -1.9143 1.5189 0.5834 -0.045
C -1.6402 2.5308 -0.4250 -0.162
H -0.9771 -3.6596 -4.3945 0.116
H -3.0023 -3.3165 5.4421 0.116
H 4.6672 2.7091 1.6500 0.116
H 0.9606 -3.0618 -4.9236 0.116
H -3.0705 3.9026 0.3932 0.128
H -0.8952 5.3024 -3.0148 0.122
H 0.3514 5.0999 1.2117 0.114
H 1.9395 0.9896 3.9342 0.083
H -2.6315 -1.4851 3.8216 0.114
H 0.3361 3.1455 -3.1244 0.130
H 1.5461 -0.6067 3.2328 0.068
H 2.4762 6.3617 1.2372 0.121
H 0.0801 -3.9842 1.6311 0.113
H -2.8978 -0.9414 -0.8161 0.119
H -0.3010 -5.8133 3.2500 0.114
H 3.3004 -0.9292 -1.1962 0.114
H 0.3789 2.6385 1.4357 0.089
H 0.5435 0.8250 2.8227 0.048
H -2.6980 1.7042 1.3131 0.148
H 4.6435 -1.8159 -3.1081 0.124
H -2.6011 5.6746 -1.2660 0.120
H 4.6288 5.1794 1.4663 0.121
H -1.8397 -5.4737 5.1497 0.117
H -4.4053 -2.3869 -2.1518 0.124
```

Results
LUMO level (spin up / spin down): -6.9 / -6.8 eV
Total charge: +2

Entry 2:
Molecular formula: C12H22FHgN2O2
Method: DFT, wB97M-V/def2-TZVPD

```
40
Properties=species:S:1:pos:R:3:lowdin_spin:R:1
Hg -6.0145 -0.3422 -0.3645 0.683
F -1.6685 -0.8990 1.5790 0.004
O 2.1768 -0.1378 -1.3158 0.000
O -3.8807 -0.3073 0.3722 0.214
N -1.8815 -0.5843 -0.6482 0.012
N 1.7624 -0.0700 -0.2061 0.000
C -3.3560 1.3619 -1.2317 0.020
C 2.5276 -2.4130 -0.0580 0.000
C 1.8917 -1.2364 2.0595 0.000
C -0.9145 -0.5842 0.4702 0.001
C -3.0690 0.1104 -0.4485 0.042
C 0.9542 2.1657 -0.9226 0.000
C 1.6013 -1.3752 0.5632 0.000
C 1.9796 1.8559 1.3447 0.000
C 0.1124 -1.7149 0.2868 0.000
C 1.0844 1.2035 0.2525 0.000
C -1.3283 -0.5440 -2.0114 0.003
C -0.2950 0.7809 0.8417 0.001
H 0.0823 1.9611 -1.5429 0.000
H -0.1497 -2.4730 1.0271 0.000
H -0.2182 0.7333 1.9246 0.000
H -3.6492 2.1288 -0.5110 0.002
H 2.7879 1.2109 1.6802 0.000
H 1.8462 2.1839 -1.5455 0.000
H -0.9779 1.6031 0.6201 0.000
H 2.9025 -0.8762 2.2443 0.000
H -0.4104 0.0402 -2.0921 0.000
H 2.1112 -2.8630 -0.9567 0.000
H -4.1861 1.2267 -1.9332 0.016
H -2.5136 1.7043 -1.8254 0.000
H 2.7060 -3.2024 0.6687 0.000
H -1.1305 -1.5605 -2.3467 0.001
H 1.3835 2.1178 2.2163 0.000
H 0.0229 -2.1779 -0.6925 0.000
H 1.1904 -0.6010 2.5963 0.000
H -2.0591 -0.1294 -2.6994 0.000
H 2.4450 2.7522 0.9418 0.000
H 0.8299 3.1658 -0.5096 0.000
H 1.8097 -2.2354 2.4828 0.000
H 3.4949 -1.9791 -0.3104 0.000
```

Results
LUMO level (spin up / spin down): -8.7 / -9.8 eV
Total charge: +2
Multiplicity: 2

Entry 3:
Molecular formula: C18H28NO5P2Pb
Method: DFT, wB97M-V/def2-TZVPD

```
55
Properties=species:S:1:pos:R:3:lowdin_charge:R:1
Pb -0.1489 0.3390 1.0402 1.396
P -0.8871 2.6423 -0.2080 0.729
P -0.8496 -2.8652 0.1263 0.880
O 1.7667 0.2436 -0.3135 -0.177
O 2.2615 -0.3778 1.7744 -0.114
O -5.2474 1.8174 3.1819 -0.037
O 4.6398 -0.3105 2.6129 0.213
O -1.9165 -1.9960 4.1035 -0.028
N -2.0509 -0.0806 -1.0631 0.064
C 0.1705 2.8851 -1.6815 -0.219
C -2.0968 -3.7820 0.9356 -0.167
C 4.4740 0.8321 -0.8777 0.067
C -3.1427 -1.3363 -2.8084 0.017
C -4.0108 -0.2966 -3.1009 0.009
C 4.9969 0.1722 1.4128 -0.158
C -2.5204 2.2744 -0.8287 -0.157
C 5.8019 1.2209 -1.0684 0.057
C 6.7235 1.0779 -0.0151 0.031
C -2.8248 1.0148 -1.4032 -0.320
C 4.0509 0.3211 0.3521 -0.036
C -1.3594 -2.3933 -1.4917 -0.236
C 0.7096 -3.6886 0.1177 -0.152
C -1.0312 4.2348 0.6358 -0.232
C -3.8963 0.8644 -2.3506 0.044
C 2.6396 0.0184 0.6136 -0.558
C 6.3357 0.5561 1.2154 0.103
C -2.2517 -1.2084 -1.7387 -0.308
H -3.1458 -2.2642 -3.3855 0.141
H -1.3267 5.0412 -0.0486 0.079
H 7.7614 1.3821 -0.1642 0.145
H -1.8917 -3.2986 -1.7529 0.109
H -0.0622 3.8709 -2.1032 0.071
H 3.7261 0.9266 -1.6660 0.141
H -4.5164 2.4164 3.3729 0.028
H -0.7005 -1.5762 0.6891 -0.176
H -0.4557 -2.2882 -2.0847 0.126
H 0.3896 -4.7147 -0.0949 0.088
H -1.7786 4.1610 1.4366 0.063
H -4.5615 1.7261 -2.4965 0.142
H -0.0531 2.1122 -2.4222 0.059
H 7.0410 0.4329 2.0400 0.162
H -2.3665 -2.2750 3.2885 0.010
H -2.2311 -4.6138 0.2300 0.093
H -1.7655 -4.1445 1.9165 0.092
H -1.9342 -1.0561 3.9295 0.014
H 3.6416 -0.4485 2.5340 0.097
H 1.3086 -3.2993 -0.7109 0.079
H -0.0694 4.5018 1.0925 0.065
H -4.8849 0.9754 3.4332 0.011
H 1.2418 2.8354 -1.4439 0.048
H -3.0331 -3.2204 1.0472 0.093
H -4.7731 -0.4044 -3.8845 0.148
H 1.2611 -3.6530 1.0672 0.094
H -3.2742 3.0700 -0.9561 0.117
H 6.1169 1.6256 -2.0359 0.150
```

Results
LUMO level (spin up / spin down): -10.2 / -12.0 eV
Total charge: +3

total charge of number 1 (C31H24Br2MoN4O3S)? +2

What did the second record say?
Molecular formula: C12H22FHgN2O2
Method: DFT, wB97M-V/def2-TZVPD

```
40
Properties=species:S:1:pos:R:3:lowdin_spin:R:1
Hg -6.0145 -0.3422 -0.3645 0.683
F -1.6685 -0.8990 1.5790 0.004
O 2.1768 -0.1378 -1.3158 0.000
O -3.8807 -0.3073 0.3722 0.214
N -1.8815 -0.5843 -0.6482 0.012
N 1.7624 -0.0700 -0.2061 0.000
C -3.3560 1.3619 -1.2317 0.020
C 2.5276 -2.4130 -0.0580 0.000
C 1.8917 -1.2364 2.0595 0.000
C -0.9145 -0.5842 0.4702 0.001
C -3.0690 0.1104 -0.4485 0.042
C 0.9542 2.1657 -0.9226 0.000
C 1.6013 -1.3752 0.5632 0.000
C 1.9796 1.8559 1.3447 0.000
C 0.1124 -1.7149 0.2868 0.000
C 1.0844 1.2035 0.2525 0.000
C -1.3283 -0.5440 -2.0114 0.003
C -0.2950 0.7809 0.8417 0.001
H 0.0823 1.9611 -1.5429 0.000
H -0.1497 -2.4730 1.0271 0.000
H -0.2182 0.7333 1.9246 0.000
H -3.6492 2.1288 -0.5110 0.002
H 2.7879 1.2109 1.6802 0.000
H 1.8462 2.1839 -1.5455 0.000
H -0.9779 1.6031 0.6201 0.000
H 2.9025 -0.8762 2.2443 0.000
H -0.4104 0.0402 -2.0921 0.000
H 2.1112 -2.8630 -0.9567 0.000
H -4.1861 1.2267 -1.9332 0.016
H -2.5136 1.7043 -1.8254 0.000
H 2.7060 -3.2024 0.6687 0.000
H -1.1305 -1.5605 -2.3467 0.001
H 1.3835 2.1178 2.2163 0.000
H 0.0229 -2.1779 -0.6925 0.000
H 1.1904 -0.6010 2.5963 0.000
H -2.0591 -0.1294 -2.6994 0.000
H 2.4450 2.7522 0.9418 0.000
H 0.8299 3.1658 -0.5096 0.000
H 1.8097 -2.2354 2.4828 0.000
H 3.4949 -1.9791 -0.3104 0.000
```

Results
LUMO level (spin up / spin down): -8.7 / -9.8 eV
Total charge: +2
Multiplicity: 2

Please write out number 1 again, unchanged.
Molecular formula: C31H24Br2MoN4O3S
Method: DFT, wB97M-V/def2-TZVPD

```
66
Properties=species:S:1:pos:R:3:lowdin_charge:R:1
Mo 0.2206 -0.4279 -0.6324 1.763
Br -3.8569 -4.2299 -4.4180 0.904
Br 3.8044 -3.1522 -5.6263 0.906
S 2.6360 0.7933 1.6893 1.060
O 1.9286 0.1705 0.4744 -0.668
O -0.0022 1.1571 -1.5022 -0.247
O -0.1148 -1.7409 0.7128 -0.238
N 1.4972 -1.5105 -1.9876 -0.036
N -1.1927 -1.4744 -1.8463 -0.037
N -1.2661 0.4128 0.6729 -0.121
N -1.6882 -0.4316 1.7144 0.112
C -1.2558 -2.6267 2.6277 -0.167
C -0.5952 -3.8430 2.4638 -0.019
C -1.4189 -3.0518 -3.6201 -0.025
C -1.0397 -1.5434 1.6689 -0.392
C 3.7018 4.6231 1.4543 -0.042
C -0.8085 -4.8664 3.3728 -0.054
C 0.8328 -2.1179 -2.9997 -0.171
C 1.2919 4.5742 1.3104 -0.044
C 1.5449 0.4688 3.0626 -0.201
C -2.0617 4.7389 -1.3066 -0.046
C -0.6912 2.3478 -1.4320 -0.265
C -2.3265 3.7449 -0.3780 -0.010
C -2.1255 -2.4332 3.7038 -0.016
C 2.4906 5.2836 1.3249 -0.036
C 2.5241 2.5446 1.5568 -0.404
C -0.6494 -2.2190 -2.8370 -0.167
C 1.4943 -2.6082 -4.1026 -0.027
C -1.1042 4.5269 -2.2902 -0.030
C 3.5673 -1.9062 -3.1002 -0.056
C -3.3474 -2.3547 -2.3672 -0.054
C 3.7266 3.2380 1.5607 -0.068
C 1.3031 3.1979 1.4327 -0.068
C -1.6741 -4.6738 4.4403 -0.048
C -0.4092 3.3244 -2.3622 0.016
C -2.3307 -3.4593 4.6068 -0.051
C -2.5101 -1.5496 -1.6220 -0.062
C -2.7906 -3.1176 -3.3823 -0.658
C 2.8324 -1.4169 -2.0400 -0.064
C 2.8845 -2.4998 -4.1515 -0.656
C -1.9143 1.5189 0.5834 -0.045
C -1.6402 2.5308 -0.4250 -0.162
H -0.9771 -3.6596 -4.3945 0.116
H -3.0023 -3.3165 5.4421 0.116
H 4.6672 2.7091 1.6500 0.116
H 0.9606 -3.0618 -4.9236 0.116
H -3.0705 3.9026 0.3932 0.128
H -0.8952 5.3024 -3.0148 0.122
H 0.3514 5.0999 1.2117 0.114
H 1.9395 0.9896 3.9342 0.083
H -2.6315 -1.4851 3.8216 0.114
H 0.3361 3.1455 -3.1244 0.130
H 1.5461 -0.6067 3.2328 0.068
H 2.4762 6.3617 1.2372 0.121
H 0.0801 -3.9842 1.6311 0.113
H -2.8978 -0.9414 -0.8161 0.119
H -0.3010 -5.8133 3.2500 0.114
H 3.3004 -0.9292 -1.1962 0.114
H 0.3789 2.6385 1.4357 0.089
H 0.5435 0.8250 2.8227 0.048
H -2.6980 1.7042 1.3131 0.148
H 4.6435 -1.8159 -3.1081 0.124
H -2.6011 5.6746 -1.2660 0.120
H 4.6288 5.1794 1.4663 0.121
H -1.8397 -5.4737 5.1497 0.117
H -4.4053 -2.3869 -2.1518 0.124
```

Results
LUMO level (spin up / spin down): -6.9 / -6.8 eV
Total charge: +2